No. 1
This record from the Open Molecules 2025 dataset describes a 10-piece molecular cluster, C80H174N10O10 overall. The level of theory is ωB97M-V/def2-TZVPD.

Results
spin multiplicity	1
highest occupied orbital energy	-8.4	eV
orbital gap	0.32617	Ha
SMILES string	CC1(C)CCCC(C)(C)N1O.CC1(C)CCCC(C)(C)N1O.CC1(C)CCCC(C)(C)N1O.CC1(C)CCCC(C)(C)N1O.CC1(C)CCCC(C)(C)N1O.CC1(C)CCCC(C)(C)N1O.CC1(C)CCCC(C)(C)N1O.CC1(C)CCCC(C)(C)N1O.COC[C@H](C)N.COC[C@H](C)N

Last column: Löwdin charge in e.
Element x y z (Å)
C 20.76186 18.63528 23.91399  -0.036
C 19.58662 17.65958 24.11635  -0.495
C 19.47268 17.49536 25.64021  -0.046
C 18.26358 18.43340 23.78224  -0.161
C 17.09977 17.60545 23.47975  -0.217
C 17.36872 16.42107 22.60480  -0.156
C 18.50324 15.60122 23.13894  -0.551
C 18.16835 14.90948 24.43297  -0.018
C 18.83002 14.51840 22.07838  -0.020
N 19.65325 16.50320 23.23532  -0.051
O 20.80577 15.70552 23.66478  -0.033
H 21.75052 18.10648 24.19444  0.112
H 20.88578 18.87595 22.88229  0.070
H 20.54502 19.52943 24.45803  0.076
H 19.96716 16.60200 26.00726  0.086
H 19.89360 18.36792 26.14924  0.088
H 18.46771 17.48381 25.94599  0.047
H 17.96194 19.13286 24.56788  0.128
H 18.42707 19.09020 22.90304  0.125
H 16.75609 17.27361 24.50730  0.131
H 16.29100 18.20185 23.12190  0.094
H 17.69009 16.85645 21.59756  0.140
H 16.44643 15.86703 22.45595  0.108
H 17.21167 14.33507 24.29148  0.105
H 17.89142 15.65282 25.21046  0.072
H 18.97601 14.24529 24.69627  0.085
H 18.00396 13.88419 21.83688  0.032
H 19.69109 13.95424 22.51658  0.092
H 19.17455 15.03833 21.13771  0.108
H 21.48414 16.36617 23.41554  0.089
C 15.30070 21.41583 13.88242  0.000
C 14.88748 21.30064 12.37903  -0.508
C 14.17250 22.58967 12.00828  -0.041
C 16.13146 21.25774 11.53332  -0.156
C 16.75515 19.90262 11.53150  -0.199
C 15.80846 18.79048 11.13170  -0.091
C 14.58874 18.77881 12.12592  -0.519
C 13.51171 17.94473 11.54489  -0.073
C 14.78534 18.16151 13.50099  -0.018
N 14.02414 20.11892 12.05416  -0.048
O 12.75846 20.18997 12.84720  -0.042
H 14.38515 21.21107 14.42673  0.059
H 16.19094 20.87852 14.17222  0.079
H 15.45705 22.47617 14.08674  0.045
H 13.69551 22.43332 10.99698  0.105
H 13.53654 23.03835 12.77190  0.077
H 15.01454 23.36306 11.84262  0.101
H 15.77543 21.53784 10.56204  0.115
H 16.83240 21.98854 11.95429  0.125
H 17.66007 19.86194 10.88761  0.130
H 17.16448 19.66511 12.53255  0.071
H 16.30222 17.86123 11.15457  0.095
H 15.43426 19.01007 10.13396  0.125
H 13.10700 18.37965 10.59899  0.107
H 12.68079 17.67991 12.22945  0.100
H 13.97716 16.97812 11.31905  0.065
H 15.80496 18.35145 13.98618  0.083
H 14.73281 17.05658 13.50815  0.078
H 14.07900 18.52197 14.25160  0.069
H 12.10738 20.13774 12.11026  0.113
C 12.81839 13.27458 13.77550  -0.039
C 14.26499 12.85500 13.57088  -0.554
C 15.07648 13.36011 14.67730  -0.041
C 14.23032 11.31497 13.42031  -0.129
C 15.62745 10.80853 12.99632  -0.183
C 15.84653 11.35776 11.65158  -0.195
C 15.90478 12.86251 11.52523  -0.536
C 17.26398 13.41646 12.10662  -0.010
C 15.83354 13.15535 10.04985  -0.047
N 14.65245 13.29027 12.18750  -0.017
O 14.72671 14.80216 12.32245  -0.079
H 12.37701 12.58791 14.61537  0.111
H 12.61528 14.27720 14.04027  0.056
H 12.24150 12.99170 12.84187  0.107
H 14.72690 13.01561 15.64160  0.074
H 16.16086 13.17266 14.59859  0.074
H 15.11510 14.45664 14.69295  0.082
H 13.92836 10.92114 14.42301  0.122
H 13.44445 10.99774 12.73405  0.120
H 16.40798 10.97259 13.71255  0.099
H 15.53508 9.67838 12.97560  0.133
H 15.06470 10.95519 10.94481  0.138
H 16.81036 11.01835 11.19252  0.134
H 17.38494 13.12919 13.13134  0.037
H 17.40295 14.54636 12.07622  0.083
H 18.10020 12.92331 11.60700  0.082
H 16.74343 12.72858 9.55952  0.098
H 15.87122 14.21777 9.83796  0.076
H 14.94061 12.63718 9.61926  0.099
H 13.88902 14.98286 11.82476  0.098
C 16.84293 11.13732 22.12066  -0.005
C 15.52640 11.57902 21.39460  -0.559
C 14.40804 11.32702 22.38113  -0.045
C 15.38758 12.97206 20.91173  -0.140
C 16.19042 13.38489 19.64884  -0.149
C 15.75338 12.44252 18.53155  -0.138
C 15.96686 10.91861 18.91089  -0.456
C 15.24474 10.18291 17.75482  -0.026
C 17.42024 10.50443 18.86737  -0.043
N 15.26340 10.72747 20.25207  -0.102
O 15.04647 9.36580 20.58018  -0.024
H 16.72299 11.41527 23.16636  0.079
H 17.01056 10.07759 22.07530  0.062
H 17.76193 11.57062 21.72658  0.066
H 13.44280 11.31136 21.85699  0.079
H 14.50194 10.34433 22.87616  0.088
H 14.46248 12.16907 23.18563  0.123
H 14.33222 13.01097 20.58033  0.115
H 15.54343 13.68050 21.74473  0.114
H 15.92123 14.42296 19.37930  0.083
H 17.31315 13.35816 19.76433  0.115
H 16.30367 12.64165 17.61882  0.107
H 14.68715 12.50071 18.30318  0.098
H 14.19264 10.34711 18.00355  0.083
H 15.38126 9.12860 17.87316  0.076
H 15.51888 10.60549 16.83338  0.057
H 17.72722 10.44933 17.80984  0.090
H 17.60608 9.51472 19.30449  0.083
H 18.20249 11.13448 19.31141  0.076
H 15.89022 8.96499 20.88526  0.092
C 15.91143 26.68784 15.12697  -0.051
C 16.73435 25.43733 15.47568  -0.428
C 15.81585 24.23894 15.94975  -0.003
C 17.34542 24.97692 14.11487  -0.167
C 18.48596 24.04136 14.34427  -0.205
C 19.59466 24.69725 15.19201  -0.104
C 19.05826 25.05953 16.61951  -0.507
C 18.88703 23.86167 17.48250  -0.028
C 20.14414 25.95650 17.18172  -0.043
N 17.86301 25.96035 16.36374  -0.077
O 17.20634 26.22431 17.53212  -0.041
H 15.14527 26.53895 14.34987  0.090
H 15.49826 27.09836 16.05956  0.077
H 16.59854 27.45708 14.73042  0.086
H 14.78428 24.46174 15.78980  0.075
H 16.05588 23.30090 15.53211  0.023
H 15.89773 24.21372 17.01956  0.065
H 16.68911 24.45145 13.43640  0.099
H 17.75573 25.81184 13.52661  0.123
H 18.06214 23.15924 14.78361  0.080
H 18.86127 23.83218 13.33249  0.119
H 19.76778 25.63180 14.63673  0.125
H 20.46197 24.09290 15.27967  0.101
H 18.23059 23.14020 16.99536  0.063
H 18.44212 24.17737 18.43199  0.075
H 19.80154 23.30147 17.66294  0.090
H 19.99433 26.25070 18.22232  0.088
H 20.31480 26.76462 16.55156  0.059
H 21.06125 25.32794 17.16809  0.098
H 17.35780 27.13773 17.74042  0.106
C 9.31639 15.85929 18.86891  -0.045
C 9.59495 14.44953 18.47099  -0.580
C 8.68179 13.99378 17.32497  -0.016
C 11.06058 14.45286 18.02431  -0.119
C 11.44158 12.93312 17.80492  -0.152
C 11.42439 12.22155 19.19951  -0.109
C 9.91945 12.23377 19.72936  -0.510
C 9.07388 11.18154 19.02337  -0.036
C 9.92909 11.83011 21.19046  -0.065
N 9.49558 13.65049 19.66142  -0.082
O 8.14288 13.83357 20.12085  -0.042
H 9.50558 16.53568 18.04328  0.074
H 8.30666 16.02678 19.18277  0.073
H 10.03360 16.11919 19.69693  0.111
H 8.75862 14.59422 16.37874  0.101
H 8.92779 12.95479 17.02569  0.059
H 7.64509 14.07913 17.70918  0.092
H 11.16781 14.88380 17.06720  0.087
H 11.65822 14.91614 18.83195  0.113
H 10.81049 12.43180 17.03672  0.094
H 12.46376 12.70353 17.44185  0.083
H 12.00966 12.81909 19.96606  0.116
H 11.83675 11.21352 19.24987  0.110
H 9.37924 11.08608 17.92148  0.093
H 8.03075 11.46581 19.08714  0.080
H 9.24595 10.21093 19.47799  0.080
H 10.56771 10.99016 21.34531  0.062
H 8.96164 11.47255 21.62771  0.100
H 10.41533 12.58586 21.82929  0.091
H 8.21768 14.29100 20.99036  0.123
C 18.67801 17.36345 12.91063  0.011
C 19.13771 17.06266 14.42502  -0.488
C 18.16737 16.06169 15.04590  -0.042
C 20.50879 16.44275 14.51618  -0.134
C 21.61969 17.49333 14.33023  -0.169
C 21.47980 18.72229 15.22570  -0.150
C 20.15506 19.38650 14.99982  -0.517
C 19.84016 20.41869 16.10320  -0.027
C 20.03008 20.03834 13.61850  -0.018
N 19.19344 18.29470 15.25113  -0.054
O 17.86802 18.78645 15.03627  -0.075
H 18.43877 16.33317 12.52266  0.073
H 17.73464 17.90341 12.83058  0.034
H 19.49430 17.75077 12.27027  0.079
H 18.24675 15.96376 16.13210  0.087
H 17.13654 16.26869 14.78485  0.061
H 18.31594 15.04558 14.60898  0.088
H 20.54292 16.14718 15.63831  0.149
H 20.68711 15.56103 13.89107  0.122
H 22.62854 17.09492 14.46175  0.110
H 21.58121 17.96394 13.32398  0.099
H 22.25413 19.45292 15.02787  0.126
H 21.52207 18.41715 16.24322  0.109
H 19.81139 19.95663 17.09494  0.082
H 18.85222 20.92683 15.96140  0.076
H 20.54798 21.28011 16.05204  0.089
H 20.45404 21.06160 13.72351  0.091
H 19.01111 20.25008 13.40383  0.049
H 20.51448 19.57822 12.73958  0.080
H 17.45117 18.83139 15.88757  0.036
C 16.10575 20.79711 18.64312  -0.020
C 15.89445 19.31531 18.87915  -0.502
C 17.31881 18.72534 18.69031  -0.020
C 15.37138 18.96327 20.29440  -0.115
C 14.94533 17.50969 20.57790  -0.147
C 14.00406 17.06801 19.42861  -0.128
C 14.55186 17.30713 18.04340  -0.453
C 15.73156 16.44014 17.59195  -0.037
C 13.44820 17.02444 16.95822  0.001
N 14.87750 18.79333 17.97899  -0.047
O 15.31958 19.02106 16.65740  -0.087
H 15.14304 21.26106 18.44951  0.074
H 16.59429 21.20601 19.54170  0.095
H 16.71853 20.87849 17.77224  0.063
H 17.42202 17.69832 19.02606  0.061
H 17.68488 18.78220 17.66484  0.055
H 18.09632 19.27436 19.21129  0.087
H 16.16776 19.22984 20.96724  0.095
H 14.54983 19.67019 20.47174  0.126
H 15.80205 16.87828 20.67261  0.055
H 14.40600 17.46320 21.57189  0.133
H 13.05495 17.57539 19.44485  0.112
H 13.75320 16.02748 19.55451  0.100
H 15.42018 15.38825 17.31077  0.100
H 16.46936 16.31802 18.31757  0.028
H 16.12821 16.93891 16.65960  0.083
H 13.87972 17.15186 16.00657  0.033
H 12.76812 17.90777 17.04637  0.086
H 12.97767 15.99654 17.04108  0.087
H 14.69338 19.63578 16.14162  0.107
C 16.35792 24.47747 20.81370  -0.105
O 16.13529 25.23615 22.00101  -0.182
C 14.73787 25.42116 22.26685  -0.242
C 14.42738 25.02786 23.67225  -0.475
C 15.03366 23.62445 23.97199  -0.053
N 13.00075 24.99999 23.85551  0.036
H 15.95612 23.45312 20.88124  0.078
H 17.40142 24.26273 20.59304  0.071
H 15.95684 25.02490 19.93369  0.093
H 14.30941 26.44529 21.99998  0.144
H 14.09701 24.79138 21.68835  0.104
H 15.03885 25.79833 24.27259  0.158
H 16.11608 23.57379 24.05827  0.075
H 14.75226 22.85962 23.28542  0.063
H 14.67882 23.25703 24.94209  0.071
H 12.76092 25.99892 23.95839  0.089
H 12.83376 24.58058 24.76511  0.071
C 12.98075 21.56944 16.49632  -0.145
O 12.44196 20.38368 16.07433  -0.198
C 11.07259 20.39594 15.67830  -0.203
C 9.99262 20.69644 16.70494  -0.421
C 10.07869 19.76490 17.91282  -0.057
N 8.74562 20.47929 15.92901  0.045
H 12.79708 22.35607 15.82090  0.077
H 14.03622 21.55702 16.67986  0.057
H 12.48525 21.90902 17.40052  0.094
H 11.01068 21.00614 14.74442  0.129
H 10.84814 19.38712 15.31706  0.126
H 10.08116 21.73194 17.05182  0.135
H 10.41555 18.78441 17.54966  0.058
H 9.11775 19.55581 18.34412  0.063
H 10.82426 20.08162 18.70152  0.100
H 8.43014 19.54821 16.11351  0.060
H 8.04238 21.07043 16.32009  0.061

=====

No. 2
This record from the Open Molecules 2025 dataset describes C3H4NS as an isolated structure. The level of theory is ωB97M-V/def2-TZVPD.

Results
spin multiplicity	1
highest occupied orbital energy	-13.9	eV
orbital gap	0.28755	Ha
total charge	+1

Last column: Löwdin charge in e.
Element x y z (Å)
C 1.51410 1.24836 0.05913  -0.166
C 2.73713 1.08679 -0.14467  -0.347
C 0.37260 -0.68799 -0.13056  -0.129
N 0.14387 0.75562 0.04460  0.029
S 2.65362 -0.61483 0.03856  0.936
H -0.07254 -1.38182 0.61208  0.107
H 0.33106 -1.34326 -1.01145  0.098
H -0.38499 0.94162 1.00993  0.261
H -0.30846 1.26618 -0.74582  0.211

=====

No. 3
This record from the Open Molecules 2025 dataset describes C19H24N2OS as an isolated structure. The level of theory is ωB97M-V/def2-TZVPD.

Results
spin multiplicity	1
highest occupied orbital energy	-7.6	eV
orbital gap	0.27806	Ha

Last column: Löwdin charge in e.
Element x y z (Å)
C 2.70372 1.65203 6.65215  -0.049
C 2.81564 1.53096 5.05838  -0.573
C 4.02663 1.64811 4.25060  -0.101
C 3.72715 1.47609 3.00688  -0.103
C 2.32873 1.34893 2.72210  -0.342
S 1.44513 1.16525 4.30738  1.151
C 1.91989 0.68839 1.59851  -0.416
O 2.89937 0.38350 0.60530  -0.144
N 0.79919 1.02954 1.04279  -0.059
C -0.33066 1.63410 1.79263  -0.243
H -0.50673 0.89305 2.57647  0.102
C -1.23807 2.21889 0.91311  -0.141
C -2.24194 1.10843 0.18225  -0.008
H -2.81973 0.49990 0.81306  0.069
H -2.53627 1.43506 -0.76548  0.058
C -1.10911 -0.25119 0.00964  -0.093
N -1.57466 -1.01613 -1.21910  -0.285
C -2.55499 -1.95767 -0.93482  -0.045
H -2.24627 -2.50584 -0.25927  0.003
H -2.54195 -2.71554 -1.79317  0.137
H -3.44349 -1.30499 -0.91043  0.113
C -1.44577 -0.46643 -2.39429  -0.234
C -1.16999 -1.38573 -3.66501  -0.224
C -2.07255 -1.54588 -4.64196  -0.060
C -1.62882 -2.12197 -5.94051  -0.070
C -0.70835 -3.10433 -5.81073  -0.077
C -0.02211 -2.92894 -4.59420  -0.210
C 0.00562 -2.14105 -3.70130  -0.123
H 0.49598 -2.08916 -2.62549  0.175
H 0.96976 -3.66975 -4.57172  0.166
H -0.37382 -3.76201 -6.59309  0.102
H -2.48099 -2.21583 -6.65880  0.109
H -2.97682 -0.82313 -4.83735  0.134
H -2.66051 0.15849 -2.62867  0.162
H -0.87200 0.50497 -2.54232  0.136
H -0.89226 -0.97263 0.66710  0.087
C 0.35017 0.55312 -0.34222  0.024
H 1.00612 -0.60169 -0.41757  0.213
H 0.40525 1.18357 -0.98634  -0.003
H -0.80506 2.71295 0.26151  0.031
H -2.23016 2.55607 1.50704  0.175
H 0.25322 2.28899 2.53872  0.099
H 4.52697 1.51830 2.40625  0.093
H 4.85075 2.00783 4.92057  0.138
H 2.50575 0.89701 7.15873  -0.026
H 1.89147 2.49648 6.76806  0.123
H 3.55656 1.98988 7.07461  0.031

=====

The records above give, respectively, energy values of -121144.1956; -15486.4534; -35938.7688 eV.
The records above give, respectively, energy above the lowest of the compared OMol25 structures with the same formula, charge and spin values of 258.7; 606.1; 1709.6 kJ/mol.
The records above give, respectively, F_max values of 3.53; 4.38; 18.45 eV/A.